Record 1
A cluster of 2 separate species, C29H24N3O11S3 in total, computed with wB97M-V/def2-TZVPD.

Charge ... -1

Positions of all 70 atoms, in Å:
C (-3.68484, -4.11261, -3.54502)
C (-2.85994, -3.69046, -2.36626)
C (-3.18601, -4.10566, -1.06977)
C (-2.45036, -3.67097, 0.03055)
C (-1.35280, -2.81951, -0.17280)
S (-0.45042, -2.26136, 1.24849)
O (-0.90763, -0.95587, 1.64176)
O (-0.26640, -3.30704, 2.21714)
N (1.08703, -1.91371, 0.53077)
C (1.91915, -2.93585, 0.02055)
C (1.74698, -4.29951, 0.10257)
C (2.61500, -5.09259, -0.65677)
N (2.30630, -6.47294, -0.85479)
O (3.05649, -7.15292, -1.59149)
O (1.28766, -6.94385, -0.30056)
C (3.70703, -4.51288, -1.36282)
C (3.88133, -3.12933, -1.39554)
C (2.95774, -2.32209, -0.72039)
C (2.68508, -0.89235, -0.68374)
N (3.33098, 0.08983, -1.45329)
O (4.37923, -0.21961, -2.06791)
O (2.82817, 1.23725, -1.50505)
C (1.53290, -0.69514, 0.06588)
C (-1.03509, -2.37978, -1.46036)
C (-1.75600, -2.85594, -2.54967)
H (-3.27992, -3.67503, -4.46083)
H (-3.69962, -5.20078, -3.66244)
H (-4.72261, -3.78188, -3.43701)
H (-4.02584, -4.79000, -0.93359)
H (-2.69200, -4.01054, 1.03850)
H (0.98407, -4.74854, 0.72659)
H (4.38440, -5.17415, -1.89576)
H (4.70470, -2.66971, -1.93332)
H (1.07796, 0.22527, 0.32547)
H (-0.21578, -1.68262, -1.62281)
H (-1.46124, -2.57259, -3.55946)
C (-2.14111, 0.98320, -0.35609)
O (-0.66066, 0.93724, -0.17941)
C (0.15139, 1.96205, 0.04168)
S (1.01680, 2.28034, 1.60492)
C (-0.11214, 1.84493, 2.91977)
C (-1.18825, 2.67881, 3.21345)
C (-2.05938, 2.33839, 4.24825)
C (-1.86722, 1.14828, 4.96011)
C (-0.79618, 0.30794, 4.64347)
C (0.11675, 0.68702, 3.66384)
O (2.18816, 1.46257, 1.83767)
O (1.15395, 3.72645, 1.56758)
S (-0.42281, 3.45845, -0.83013)
C (0.33791, 5.08699, -0.67060)
C (-0.19076, 5.96033, 0.27627)
C (0.17464, 7.30638, 0.25497)
C (1.04379, 7.77826, -0.73263)
C (1.56207, 6.89686, -1.69116)
C (1.19876, 5.54695, -1.67214)
O (-0.38836, 3.12698, -2.24447)
O (-1.70290, 3.68136, -0.15117)
H (-2.42114, -0.06604, -0.40704)
H (-2.57872, 1.47291, 0.51074)
H (-2.35171, 1.47808, -1.30338)
H (-1.33051, 3.57519, 2.61593)
H (-2.89974, 3.00012, 4.47151)
H (-2.56626, 0.86252, 5.74805)
H (-0.65878, -0.65045, 5.14204)
H (1.01224, 0.10121, 3.47079)
H (-0.90794, 5.59940, 1.00882)
H (-0.24342, 7.97813, 1.00777)
H (1.30490, 8.83835, -0.76303)
H (2.24258, 7.25651, -2.46528)
H (1.55831, 4.84979, -2.42790)

---

Record 2
A cluster of 2 separate species, C5H10O2 in total, computed with wB97M-V/def2-TZVPD.

Charge ... 0

Positions of all 17 atoms, in Å:
C (1.67850, -0.92970, 0.73708)
C (0.54101, -0.37316, 0.36998)
C (-0.84802, -0.92676, 0.44684)
C (-1.67293, 0.21106, -0.14388)
C (-0.83584, 1.45146, 0.17816)
O (0.50215, 0.98642, 0.12719)
H (2.42175, -0.27519, 1.16473)
H (1.78221, -1.99825, 0.84052)
H (-1.04234, -1.04394, 1.52086)
H (-0.99558, -1.91197, -0.00943)
H (-2.66729, 0.26277, 0.29379)
H (-1.71549, 0.08457, -1.22863)
H (-1.00209, 1.82157, 1.19444)
H (-0.94243, 2.29016, -0.52349)
O (1.88691, 0.06490, -1.86582)
H (1.73994, 0.84560, -1.29299)
H (1.16955, -0.55954, -1.80934)

---

Sequential orbital gap output: 4.4, 9.3 eV